No. 1
DFT (ωB97M-V/def2-TZVPD) results for 2 unconnected molecules or ions with the total composition C3H9NO2.

The geometry in ORCA input format:
```
! wB97M-V def2-TZVPD RIJCOSX def2/J DEFGRID3
* xyz 0 1
C 0.23188 2.49498 0.92165
C -0.95042 1.69730 0.54057
N -0.70552 0.35313 0.30035
O -2.08312 2.12062 0.48322
H -0.06537 3.24619 1.64738
H 0.72658 2.91121 0.03826
H 1.06872 1.94000 1.35651
H -1.33332 -0.28520 -0.16022
H 0.22536 0.11054 0.02969
C 0.68232 -2.52201 -0.58977
O 0.15175 -1.75259 -1.65296
H 0.57949 -3.57951 -0.80954
H 1.70796 -2.21292 -0.35585
H 0.24189 -2.25350 0.38388
H -0.47817 -2.26824 -2.13316
*
```

Output
Energy relative to the best compared isomer or geometry (same formula, charge and spin) = 26.7 kcal per mole
LUMO level = 0.6 eV
Frontier orbital gap = 10.28 eV



No. 2
DFT (ωB97M-V/def2-TZVPD) results for a molecular structure, C40H40AsNO3PPbS2.

The geometry in ORCA input format:
```
! wB97M-V def2-TZVPD RIJCOSX def2/J DEFGRID3
* xyz -1 1
Pb 12.90716 14.44474 11.65553
S 12.27879 17.24264 12.22386
C 10.63261 17.46208 12.75578
C 10.32379 18.19727 13.92062
C 9.01691 18.61340 14.15650
C 8.00193 18.16852 13.31277
C 8.26609 17.28755 12.26028
C 9.57734 16.96474 12.00041
As 10.14606 15.90258 10.46672
C 9.18164 17.00790 9.11629
C 9.59794 18.32327 8.81593
C 9.07914 18.97752 7.70576
C 8.18477 18.32333 6.84629
C 7.68037 17.08147 7.20645
C 8.10674 16.49203 8.38218
C 8.83117 14.34776 10.68743
C 8.12579 14.10756 11.87246
C 7.11326 13.14656 11.90168
C 6.80177 12.35957 10.78228
C 7.54338 12.56211 9.61667
C 8.58831 13.48761 9.56909
H 11.11009 18.52156 14.59949
H 8.74751 19.31581 14.94564
H 7.01550 18.56973 13.51176
H 7.50370 16.83067 11.62207
H 10.33296 18.73202 9.54825
H 9.34032 20.03418 7.53840
H 7.91510 18.83067 5.90476
H 6.97876 16.58603 6.52984
H 7.57332 15.67573 8.82288
H 8.28333 14.69279 12.74612
H 6.51954 13.09330 12.82087
H 5.98878 11.63391 10.82470
H 7.34663 11.98394 8.73571
H 9.17895 13.61855 8.65514
N 13.51540 11.61686 10.20520
C 12.63774 11.38352 9.17972
C 11.98645 10.10200 9.15699
C 11.12065 9.77019 8.10874
C 10.89443 10.68110 7.12633
C 11.53032 11.93569 7.11078
C 12.42191 12.31855 8.12581
C 12.96961 13.69518 8.11036
C 12.91220 14.46602 6.91105
C 13.35508 15.78471 6.88765
C 14.13601 16.27055 7.92917
C 14.37912 15.45039 9.04331
C 13.62822 14.29450 9.21181
H 14.35548 12.19962 10.09991
H 13.51788 10.96226 10.97795
H 12.10719 9.41449 9.99647
H 10.67870 8.75307 8.03619
H 10.31848 10.42955 6.25090
H 11.35776 12.60435 6.27202
H 12.44932 14.04581 6.00091
H 13.23617 16.47071 6.03612
H 14.57414 17.25936 7.93176
H 15.08745 15.79428 9.78385
C 17.43289 7.37855 13.55323
C 17.12933 8.82735 13.31674
C 18.02562 9.69850 12.67882
C 17.67877 11.00227 12.40584
C 16.46633 11.49213 12.86319
C 15.56989 10.70175 13.53817
C 15.89305 9.34602 13.72470
S 16.08464 13.26718 12.66325
O 16.40496 13.49720 11.25830
O 16.74008 14.07840 13.68360
O 14.52379 13.29044 12.89621
H 17.05121 6.75350 12.74053
H 16.98138 7.11140 14.50513
H 18.47478 7.15786 13.54570
H 18.99635 9.28337 12.40343
H 18.35621 11.63150 11.76978
H 14.62815 11.05924 13.94297
H 15.17677 8.65700 14.15217
C 13.18013 12.57103 16.07608
P 12.51866 14.17007 15.44463
C 11.30230 14.52053 16.79156
C 13.85344 15.35300 15.94426
H 13.08773 12.43198 17.13875
H 14.21985 12.51763 15.75314
H 12.63690 11.74476 15.61548
H 11.58460 14.11394 17.74277
H 10.35573 14.11212 16.44575
H 11.17906 15.60174 16.87172
H 14.15609 15.38264 16.98111
H 13.53839 16.35446 15.61411
H 14.72850 15.08531 15.35400
*
```

Output
Energy relative to the best compared isomer or geometry (same formula, charge and spin) = 33.2 kcal per mole
LUMO level = 2.3 eV
Frontier orbital gap = 6.60 eV



No. 3
DFT (ωB97M-V/def2-TZVPD) results for 10 unconnected molecules or ions with the total composition C20H48N4O6S6.

The geometry in ORCA input format:
```
! wB97M-V def2-TZVPD RIJCOSX def2/J DEFGRID3
* xyz 0 1
C -4.70006 4.34980 -2.03443
C -3.63967 4.64622 -1.11927
N -2.71831 4.84969 -0.45371
H -4.66678 3.28911 -2.28326
H -4.59188 5.01091 -2.89427
H -5.60985 4.61899 -1.49784
C -5.70453 -1.30801 -3.15678
C -6.47832 -0.66297 -2.02405
N -7.06549 -0.29009 -1.16063
H -6.37108 -1.96092 -3.72026
H -4.86260 -1.79517 -2.66491
H -5.42702 -0.58242 -3.92137
C 3.82593 5.60271 -0.14439
C 3.89409 4.91156 1.20384
N 4.02192 4.45672 2.29767
H 3.06586 5.16898 -0.79420
H 4.78576 5.63455 -0.65995
H 3.48001 6.60721 0.09937
C -3.27116 -6.06536 1.00080
C -3.67336 -6.44512 2.37050
N -4.08399 -6.71295 3.41388
H -3.14336 -7.01126 0.47446
H -2.30259 -5.56784 1.05024
H -3.92659 -5.38991 0.45100
C 6.23695 -1.05028 5.69167
S 6.96717 -2.67986 5.34572
O 8.27386 -2.36152 4.62580
C 7.44255 -3.02509 7.10085
H 7.00875 -0.31368 5.46837
H 5.82544 -0.95873 6.69685
H 5.31138 -0.91849 5.13126
H 8.19033 -2.28101 7.37522
H 7.80193 -4.04711 7.22101
H 6.61379 -2.87303 7.79231
C 0.61726 -0.27803 0.18259
S 1.33363 -1.84029 -0.49484
O 0.42857 -2.37548 -1.56492
C 2.79493 -1.08045 -1.40895
H -0.30706 -0.57034 0.68087
H 0.29383 0.31378 -0.67371
H 1.24936 0.18075 0.94291
H 3.49565 -0.57943 -0.74106
H 2.58695 -0.53220 -2.32780
H 3.28856 -1.94571 -1.85139
C -5.48962 -0.06494 5.30612
S -5.92936 1.62632 5.97584
O -4.68770 2.42030 5.81520
C -7.00537 2.28549 4.61028
H -5.26835 0.08006 4.24871
H -6.15194 -0.92826 5.37020
H -4.51541 -0.33653 5.71265
H -6.62870 1.97397 3.63603
H -7.05742 3.37065 4.69869
H -7.97147 1.79863 4.74334
C -0.61934 -0.97108 -7.17902
S 0.54143 -1.78312 -8.41810
O -0.28023 -2.43661 -9.57060
C 1.09853 -0.31011 -9.40411
H -1.31198 -0.36363 -7.76155
H -0.02790 -0.44088 -6.43256
H -1.21694 -1.78946 -6.77747
H 0.18363 0.16946 -9.75204
H 1.70778 -0.60453 -10.25865
H 1.53525 0.39923 -8.70111
C 0.67768 5.24155 -7.59342
S 2.00006 5.32586 -6.40510
O 2.27037 3.89847 -5.86751
C 3.46200 5.57710 -7.53026
H 0.99335 4.82427 -8.54962
H 0.53359 6.31232 -7.73759
H -0.27241 4.84669 -7.23353
H 3.24637 6.40172 -8.20968
H 3.64788 4.68922 -8.13460
H 4.31380 5.84331 -6.90443
C 1.06717 -3.66478 8.19199
S 0.27741 -3.97264 6.50413
O 0.67712 -2.74500 5.65575
C 1.41600 -5.27496 5.90119
H 1.02332 -4.50698 8.88255
H 0.36265 -2.95032 8.61781
H 2.04363 -3.18813 8.27819
H 1.15077 -6.22738 6.36014
H 2.49244 -5.21581 6.06206
H 1.42110 -5.44751 4.82495
*
```

Output
Energy relative to the best compared isomer or geometry (same formula, charge and spin) = 89.0 kcal per mole
LUMO level = 0.0 eV
Frontier orbital gap = 8.67 eV



No. 4
DFT (ωB97M-V/def2-TZVPD) results for 2 unconnected molecules or ions with the total composition C14H16O.

The geometry in ORCA input format:
```
! wB97M-V def2-TZVPD RIJCOSX def2/J DEFGRID3
* xyz 0 1
C -3.37723 0.96415 1.75866
C -2.09050 1.53400 1.36388
C -1.88663 1.70999 0.01100
C -0.88986 2.45075 -0.60470
C 0.13313 2.76939 0.22914
O 1.16230 3.52099 -0.21465
C 0.14744 2.32783 1.50652
C -0.96683 1.87438 2.15203
H -4.34324 1.31695 1.26641
H -3.61033 1.02011 2.78659
H -3.34435 -0.16761 1.58823
H -2.75379 1.59516 -0.71095
H -0.83616 2.60250 -1.62326
H 0.88645 4.15402 -0.90657
H 1.09751 2.33782 1.99505
H -0.79562 1.35783 3.08483
C 0.86161 -4.14377 -0.92412
C 1.06483 -2.68761 -0.97683
C 0.16485 -1.71200 -0.59120
C 0.74478 -0.40954 -0.41741
C 2.12788 -0.15273 -0.62270
C 2.89421 -1.13774 -1.19427
C 2.34278 -2.40516 -1.43449
H 1.60481 -4.69502 -0.36175
H 1.25107 -4.61062 -1.94301
H -0.01181 -4.75650 -0.60385
H -0.90326 -1.99312 -0.38877
H 0.06710 0.42282 -0.29972
H 2.51596 0.89852 -0.35221
H 3.83669 -0.91123 -1.53994
H 2.90622 -3.07456 -2.03195
*
```

Output
Energy relative to the best compared isomer or geometry (same formula, charge and spin) = 61.6 kcal per mole
LUMO level = 0.8 eV
Frontier orbital gap = 9.24 eV



No. 5
DFT (ωB97M-V/def2-TZVPD) results for CH3ClN2 in the gas phase.

The geometry in ORCA input format:
```
! wB97M-V def2-TZVPD RIJCOSX def2/J DEFGRID3
* xyz 0 1
C -0.48266 0.67532 -0.33113
N 0.17772 -0.60243 -0.40017
N 0.68744 -0.77893 0.82984
Cl 1.54394 -2.23535 1.04559
H -0.25117 1.25429 -1.17023
H -0.19112 1.23514 0.55980
H -1.48415 0.45195 -0.53370
*
```

Output
Energy relative to the best compared isomer or geometry (same formula, charge and spin) = 78.5 kcal per mole
LUMO level = -0.1 eV
Frontier orbital gap = 10.28 eV



No. 6
DFT (ωB97M-V/def2-TZVPD) results for a molecular structure, C26H25BrClN2O3V.

The geometry in ORCA input format:
```
! wB97M-V def2-TZVPD RIJCOSX def2/J DEFGRID3
* xyz -2 3
V 0.34566 0.09027 0.92084
O 5.60280 2.00801 -0.66999
C 4.52371 1.27418 -0.22378
C 4.70402 -0.01805 0.27159
C 3.58394 -0.70242 0.70222
N 2.38592 -0.14505 0.64096
C 2.16419 1.10125 0.18094
Br 0.93554 1.37258 3.25237
C 3.26355 1.83574 -0.27331
H 6.39059 1.46757 -0.55811
H 5.68865 -0.47230 0.31653
H 3.65043 -1.71236 1.09313
H 3.14799 2.84384 -0.65409
C -0.16870 -3.37030 2.51916
C -1.15116 -2.21132 2.29999
C -1.70321 -1.71302 3.63959
C -2.29621 -2.67091 1.39038
N -0.45770 -1.14503 1.66095
H -0.67419 -4.24119 2.95305
H 0.62634 -3.04678 3.19439
H 0.27542 -3.64370 1.56107
H -2.22071 -2.52179 4.16735
H -2.39988 -0.89040 3.46807
H -0.88872 -1.32944 4.25532
H -2.87033 -3.47539 1.86375
H -1.88819 -3.02953 0.44387
H -2.95966 -1.82804 1.18733
C -1.20894 1.50171 0.62305
C -2.16703 2.27898 0.54642
C -3.17064 3.23038 0.65696
C -3.87380 3.67404 -0.54153
C -3.88652 2.85402 -1.68395
C -4.51546 3.25201 -2.84856
C -5.14758 4.48947 -2.92945
C -5.12059 5.32754 -1.82124
C -4.49515 4.93148 -0.65038
C -3.46703 3.74463 1.99942
C -2.49803 3.62906 3.01189
C -2.75858 4.06181 4.29866
C -3.99202 4.61462 4.62941
C -4.97085 4.71059 3.64886
C -4.71562 4.28023 2.35600
H -3.37722 1.89971 -1.62826
H -4.51006 2.59190 -3.70845
H -5.63869 4.79955 -3.84416
H -5.57952 6.30896 -1.87347
H -4.45256 5.61598 0.18526
H -1.54506 3.16896 2.77495
H -1.98880 3.95121 5.05292
H -4.19278 4.94813 5.64100
H -5.94954 5.10876 3.89567
H -5.50691 4.32530 1.61941
Cl 0.56524 -2.76142 -4.07041
C -0.40480 -1.72920 -2.95812
C 0.13349 -1.71077 -1.51105
O 0.41593 -2.77717 -0.97181
O 0.12886 -0.53326 -1.04153
H -1.40699 -2.15353 -2.95251
H -0.41857 -0.72816 -3.37366
*
```

Output
Energy relative to the best compared isomer or geometry (same formula, charge and spin) = 1.1 kcal per mole
LUMO level (alpha / beta) = 4.4 / 4.4 eV
<S²> = 2.079
Frontier orbital gap (alpha / beta) = 5.56 / 6.48 eV



No. 7
DFT (ωB97M-V/def2-TZVPD) results for a molecular structure, C35H44BrCl2N7O2PbSi2.

The geometry in ORCA input format:
```
! wB97M-V def2-TZVPD RIJCOSX def2/J DEFGRID3
* xyz 0 1
Pb 1.00891 0.57856 0.46267
Cl -1.09826 4.27854 -3.02730
C -0.74836 4.43901 -1.37422
C -0.88802 5.71476 -0.79443
C -0.72596 5.92446 0.55911
Cl -0.60909 7.46770 1.28221
C -0.55490 4.79065 1.42022
C -0.64208 4.91110 2.84002
C -0.25163 3.83644 3.63312
C 0.15512 2.66090 2.97775
N 0.08028 2.51789 1.64163
C -0.33891 3.53609 0.85549
C -0.34068 3.34445 -0.58767
O 0.12288 2.28163 -1.14238
H -1.06365 6.56916 -1.42117
H -1.01527 5.84348 3.27664
H -0.27560 3.82603 4.69447
H 0.59214 1.80054 3.52788
C -1.65279 -1.28733 3.24466
C -0.13456 -1.38597 3.42416
C 0.35198 -2.34019 4.36719
C 1.71365 -2.25010 4.73678
C 2.59417 -1.39408 4.08905
C 2.07127 -0.55065 3.04966
N 0.70770 -0.61002 2.72346
N 2.85238 0.18722 2.22450
Si 4.03335 1.39653 2.66667
C 3.66099 2.87392 1.55480
C 3.96339 1.78879 4.51792
C 5.75870 0.63633 2.47889
H -2.10359 -0.96088 4.17935
H -1.93954 -2.29051 2.98128
H -1.83785 -0.60266 2.37855
H -0.32952 -3.13889 4.72254
H 2.01580 -2.85448 5.61160
H 3.67286 -1.53316 4.26678
H 2.63902 3.24787 1.69276
H 3.74130 2.59588 0.48812
H 4.34512 3.74028 1.72344
H 3.19243 2.54481 4.76785
H 4.93286 2.17655 4.94024
H 3.74499 0.83812 5.05011
H 5.88128 -0.42675 2.85989
H 6.45190 1.28059 3.02220
H 6.04461 0.58822 1.43448
Br 1.76180 1.88774 -5.57124
C 3.03845 1.79201 -4.11802
C 4.25579 1.13797 -4.16020
C 5.15906 1.24662 -3.05886
C 4.63580 1.81801 -1.88366
N 3.37403 2.28815 -1.79917
C 2.60127 2.39848 -2.87753
H 4.52133 0.57845 -5.04171
H 6.20271 0.91512 -3.05626
H 5.22955 1.85618 -0.98614
H 1.64261 2.91272 -2.72907
C -3.45789 -0.83666 -0.24179
Si -2.77208 -2.21553 -1.33797
C -2.65522 -1.54396 -3.18507
C -4.07236 -1.26930 -3.65293
C -1.84292 -0.26820 -3.13846
C -2.01786 -2.52353 -4.15863
C -3.94323 -3.71078 -1.06054
C -5.42448 -3.28481 -0.91073
C -3.83087 -4.84493 -2.10347
C -3.48413 -4.24202 0.32721
H -4.22943 -0.23611 -0.78588
H -2.72937 -0.12565 0.22898
H -4.04880 -1.28787 0.61288
H -4.67293 -0.74546 -2.92294
H -4.54323 -2.21820 -3.98372
H -4.01708 -0.56323 -4.52619
H -2.28606 0.59199 -2.63156
H -1.64560 0.02204 -4.19116
H -0.86882 -0.37573 -2.57307
H -2.45247 -3.52721 -4.17099
H -0.93103 -2.67567 -3.99053
H -2.12605 -2.17289 -5.24266
H -5.89485 -2.95945 -1.83817
H -5.53057 -2.55479 -0.06716
H -5.97552 -4.20881 -0.60276
H -4.29205 -4.55663 -3.05261
H -4.36580 -5.71060 -1.72518
H -2.74865 -5.14174 -2.35024
H -3.68691 -3.54832 1.15300
H -2.43102 -4.53594 0.42275
H -4.11426 -5.15379 0.49091
O -1.33598 -2.85095 -0.67549
N -0.12747 -1.92054 -0.73613
C 0.77171 -2.49479 -1.52813
C 0.68056 -3.93959 -1.88237
N 0.45735 -5.07395 -1.99675
C 1.83820 -1.74655 -2.11674
N 2.60591 -0.97217 -2.59478
*
```

Output
Energy relative to the best compared isomer or geometry (same formula, charge and spin) = 3.3 kcal per mole
LUMO level = -2.2 eV
Frontier orbital gap = 5.11 eV



No. 8
DFT (ωB97M-V/def2-TZVPD) results for 3 unconnected molecules or ions with the total composition C4H16NO3.

The geometry in ORCA input format:
```
! wB97M-V def2-TZVPD RIJCOSX def2/J DEFGRID3
* xyz 2 2
C 1.12984 0.16358 -0.22104
O 1.64040 1.45550 -0.50713
C -0.40122 0.22416 -0.28991
C -1.13085 0.78796 0.90470
C -1.74475 -0.35901 1.74605
N -0.75440 0.78793 -1.66728
H 1.56117 -0.57082 -0.90419
H 1.48424 -0.16054 0.75895
H 1.94969 1.88757 0.29877
H -0.68157 -0.82574 -0.44061
H -0.42171 1.30712 1.55167
H -1.92373 1.51632 0.74340
H -1.82445 -0.03446 2.74432
H -2.71835 -0.68245 1.39529
H -1.06405 -1.21556 1.77560
H -0.44410 0.13027 -2.37846
H -0.32266 1.70290 -1.76178
H -1.76792 0.91802 -1.70948
H -3.55512 -0.83436 -3.22536
H -3.52397 0.64319 -3.19773
O -3.27537 -0.11141 -2.64322
H 6.06976 -2.29932 3.11777
H 5.94573 -1.82345 1.69089
O 5.77338 -2.60741 2.21877
*
```

Output
Energy relative to the best compared isomer or geometry (same formula, charge and spin) = 53.5 kcal per mole
LUMO level (alpha / beta) = -6.4 / -14.8 eV
<S²> = 0.755
Frontier orbital gap (alpha / beta) = 11.54 / 2.23 eV



No. 9
DFT (ωB97M-V/def2-TZVPD) results for C13H14ClN3O in the gas phase.

The geometry in ORCA input format:
```
! wB97M-V def2-TZVPD RIJCOSX def2/J DEFGRID3
* xyz 0 1
C 1.29095 2.02430 -0.66469
C 0.86166 1.02321 0.34006
N 1.18843 1.07378 1.58618
N 0.65642 -0.02641 2.17437
C 0.81784 -0.32680 3.57978
C 1.53629 0.79204 4.28609
C 2.27943 0.49680 5.55326
C 3.03495 0.81356 4.30013
C -0.00110 -0.81107 1.27633
O -0.57015 -1.85958 1.47781
N 0.12301 -0.11211 0.06647
C -0.41980 -0.54559 -1.15189
C -0.36452 -1.89583 -1.48348
C -0.90639 -2.32902 -2.67908
C -1.49445 -1.43475 -3.55737
C -1.55220 -0.09497 -3.21029
Cl -2.29832 1.03771 -4.28288
C -1.03034 0.36083 -2.01233
H 1.48747 1.54540 -1.62148
H 0.52793 2.78920 -0.80507
H 2.19195 2.51020 -0.30101
H 1.37780 -1.26399 3.67496
H -0.17982 -0.48581 4.00672
H 1.02899 1.74434 4.20973
H 2.28706 -0.52171 5.91050
H 2.25608 1.23179 6.34270
H 3.55725 0.01041 3.80384
H 3.53268 1.76687 4.22215
H 0.08324 -2.59444 -0.79618
H -0.86622 -3.37663 -2.93369
H -1.91101 -1.77014 -4.49354
H -1.11721 1.40183 -1.74917
*
```

Output
Energy relative to the best compared isomer or geometry (same formula, charge and spin) = 0.0 kcal per mole
LUMO level = 0.7 eV
Frontier orbital gap = 9.16 eV